Record 1
Computed, not measured: a 2-piece molecular cluster, C6H12SSi overall at a distorted geometry, with wB97M-V/def2-TZVPD.

Values from the calculation:
energy relative to the best compared isomer or geometry (same formula, charge and spin)	112.5	kcal per mole
highest occupied orbital energy (alpha / beta)	-9.7 / -9.7	eV
energy	-25123.62945	eV
frontier orbital gap (alpha / beta)	0.2331 / 0.2320	Eh

ORCA input file:
```
! RIJCOSX wB97M-V def2-TZVPD def2/J DEFGRID3
* xyz 0 1
C -3.023 0.727 0.558
C -2.029 1.222 0.154
C -4.362 0.200 0.952
C 3.292 0.026 0.554
C 0.399 -1.033 0.301
C 1.514 0.253 -1.984
Si 1.568 0.477 -0.074
S 0.692 2.283 0.612
H -5.080 0.070 0.225
H -4.662 0.911 1.731
H -4.170 -0.734 1.387
H 3.733 0.509 1.509
H 3.228 -1.083 0.708
H 4.011 0.157 -0.256
H -0.117 -1.393 1.220
H -0.429 -1.145 -0.429
H 1.130 -1.810 -0.055
H 2.072 0.925 -2.605
H 1.806 -0.783 -2.179
H 0.428 0.222 -2.331
*
```

=====

Record 2
Computed, not measured: a 2-piece molecular cluster, C6H14N2O2 overall at a distorted geometry, with wB97M-V/def2-TZVPD.

Values from the calculation:
SMILES	CN(C)C=O.CN(C)C=O
energy relative to the best compared isomer or geometry (same formula, charge and spin)	37.5	kcal per mole
highest occupied orbital energy	-9.5	eV
energy	-13523.99751	eV
frontier orbital gap	0.3656	Eh

ORCA input file:
```
! RIJCOSX wB97M-V def2-TZVPD def2/J DEFGRID3
* xyz 0 1
C 2.969 2.116 0.468
N 2.926 1.049 -0.501
C 1.805 0.135 -0.492
C 3.992 0.763 -1.277
O 4.082 -0.216 -1.988
H 1.954 2.458 0.671
H 3.486 2.988 0.059
H 3.447 1.831 1.407
H 0.879 0.649 -0.223
H 1.669 -0.380 -1.437
H 1.911 -0.639 0.286
H 4.779 1.531 -1.181
C -1.654 -1.708 0.424
N -2.925 -1.054 0.499
C -3.148 0.075 -0.387
C -3.940 -1.564 1.229
O -3.900 -2.587 1.871
H -1.364 -2.110 1.396
H -0.892 -0.961 0.200
H -1.644 -2.505 -0.321
H -2.758 0.993 0.055
H -2.632 -0.108 -1.329
H -4.207 0.155 -0.620
H -4.835 -0.912 1.189
*
```

=====

Record 3
Computed, not measured: a 6-piece molecular cluster, C39H48F9NO17S overall at a distorted geometry, with wB97M-V/def2-TZVPD.

Values from the calculation:
SMILES	O=C1C=C(C(F)(F)C(F)(F)C(F)(F)C(F)(F)F)C(=O)c2c1ccc(-c1ccccn1)c2S.CCOC(=O)OC.CCOC(=O)OC.CCOC(=O)OC.CCOC(=O)OC.CCOC(=O)OC
highest occupied orbital energy	-9.0	eV
energy	-112809.44593	eV
frontier orbital gap	0.2837	Eh

ORCA input file:
```
! RIJCOSX wB97M-V def2-TZVPD def2/J DEFGRID3
* xyz 0 1
O -0.164 -1.285 3.671
C -0.742 -1.430 2.626
C -2.249 -1.027 2.436
C -2.720 -0.553 1.254
C -4.224 -0.177 1.156
F -4.265 1.209 0.963
F -4.898 -0.383 2.350
C -5.006 -0.796 -0.067
F -4.446 -0.404 -1.261
F -6.267 -0.197 -0.055
C -5.280 -2.346 0.005
F -5.916 -2.724 1.166
F -6.140 -2.709 -1.018
C -4.011 -3.282 -0.140
F -4.480 -4.506 -0.580
F -3.419 -3.557 1.068
F -3.109 -2.874 -1.063
C -1.677 -0.384 0.095
O -1.740 0.543 -0.662
C -0.564 -1.489 0.053
C -0.074 -2.033 1.345
C 0.935 -3.082 1.400
C 1.449 -3.589 0.117
C 0.982 -3.071 -1.168
C 1.584 -3.730 -2.452
C 3.019 -3.938 -2.409
C 3.625 -4.588 -3.636
C 2.614 -4.877 -4.658
C 1.192 -4.593 -4.541
N 0.678 -4.032 -3.412
C -0.039 -1.998 -1.231
S -0.644 -1.309 -2.821
H -2.892 -1.181 3.336
H 1.259 -3.477 2.387
H 2.209 -4.403 0.139
H 3.648 -3.633 -1.537
H 4.701 -4.827 -3.746
H 2.962 -5.369 -5.601
H 0.473 -4.836 -5.363
H -1.609 -2.195 -3.253
C -9.040 0.826 -0.451
C -10.429 1.115 -0.985
O -11.010 2.260 -0.343
C -10.533 3.446 -0.736
O -9.685 3.630 -1.571
O -11.152 4.397 -0.023
C -10.660 5.714 -0.272
H -9.060 0.724 0.636
H -8.645 -0.092 -0.888
H -8.349 1.638 -0.680
H -11.084 0.273 -0.761
H -10.428 1.246 -2.068
H -10.692 5.953 -1.335
H -9.644 5.811 0.113
H -11.303 6.412 0.261
C 8.628 -0.468 -1.354
C 7.272 -0.874 -0.813
O 6.884 -2.173 -1.289
C 7.505 -3.208 -0.714
O 8.335 -3.147 0.156
O 7.055 -4.331 -1.292
C 7.722 -5.510 -0.836
H 8.641 -0.528 -2.445
H 8.872 0.551 -1.051
H 9.417 -1.131 -0.992
H 6.516 -0.177 -1.174
H 7.246 -0.846 0.277
H 7.679 -5.593 0.250
H 8.757 -5.510 -1.181
H 7.210 -6.368 -1.270
C 9.747 7.027 -0.285
C 9.264 6.037 0.755
O 9.275 4.695 0.245
C 10.480 4.122 0.152
O 11.530 4.621 0.462
O 10.315 2.898 -0.368
C 11.540 2.208 -0.619
H 9.166 6.931 -1.206
H 9.657 8.049 0.086
H 10.791 6.850 -0.549
H 8.228 6.261 1.012
H 9.848 6.099 1.676
H 12.158 2.160 0.277
H 12.080 2.692 -1.433
H 11.292 1.192 -0.922
C -8.804 -4.799 -0.568
C -10.223 -4.515 -0.121
O -10.984 -3.881 -1.159
C -11.381 -4.680 -2.155
O -11.167 -5.862 -2.247
O -12.042 -3.931 -3.047
C -12.436 -4.644 -4.219
H -8.326 -3.888 -0.931
H -8.215 -5.206 0.255
H -8.781 -5.517 -1.390
H -10.205 -3.817 0.717
H -10.729 -5.419 0.223
H -13.013 -5.533 -3.965
H -11.556 -4.912 -4.805
H -13.063 -3.981 -4.814
C 3.809 7.042 6.318
C 4.811 7.847 5.515
O 6.100 7.218 5.503
C 6.213 6.148 4.708
O 5.347 5.687 4.010
O 7.456 5.667 4.838
C 7.682 4.456 4.117
H 4.186 6.855 7.326
H 2.857 7.571 6.386
H 3.625 6.068 5.862
H 4.949 8.822 5.984
H 4.465 8.024 4.495
H 7.425 4.569 3.063
H 7.111 3.642 4.565
H 8.742 4.216 4.189
*
```

=====

Record 4
Computed, not measured: C38H29CeIN10O2PTe as an isolated structure at a distorted geometry, with wB97M-V/def2-TZVPD.

Values from the calculation:
energy relative to the best compared isomer or geometry (same formula, charge and spin)	0.0	kcal per mole
highest occupied orbital energy (alpha / beta)	-11.0 / -11.0	eV
energy	-96477.46618	eV
frontier orbital gap (alpha / beta)	0.2240 / 0.2241	Eh

ORCA input file:
```
! RIJCOSX wB97M-V def2-TZVPD def2/J DEFGRID3
* xyz 1 1
Ce -0.133 0.029 -1.017
I 2.485 1.033 0.519
C 1.685 0.640 2.460
C 1.559 1.727 3.263
C 1.108 1.589 4.610
C 0.836 0.380 5.133
C 0.893 -0.734 4.291
C 0.606 -2.004 4.820
C 0.776 -3.210 4.144
C 1.220 -3.109 2.803
C 1.505 -1.911 2.180
P 1.590 -2.103 0.343
C 0.724 -3.621 -0.089
C 1.345 -4.558 -0.938
C 0.635 -5.630 -1.427
C -0.625 -5.900 -1.000
C -1.224 -4.994 -0.076
C -0.578 -3.825 0.328
C 3.248 -2.314 -0.194
C 4.274 -2.439 0.750
C 5.563 -2.581 0.302
C 5.959 -2.438 -1.037
C 4.935 -2.139 -1.918
C 3.617 -2.050 -1.522
C 1.368 -0.672 2.901
H 1.603 2.735 2.748
H 1.074 2.502 5.227
H 0.497 0.338 6.159
H 0.099 -2.008 5.795
H 0.472 -4.180 4.467
H 1.295 -4.039 2.259
H 2.355 -4.480 -1.285
H 1.158 -6.342 -2.067
H -1.139 -6.751 -1.350
H -2.222 -5.270 0.286
H -1.063 -3.139 1.066
H 4.130 -2.597 1.829
H 6.349 -2.674 1.027
H 6.989 -2.483 -1.341
H 5.143 -1.940 -2.993
H 2.854 -1.882 -2.265
O -1.899 0.150 2.855
C -1.572 0.512 1.756
O -1.446 -0.359 0.764
C -1.200 1.915 1.417
C -1.629 2.987 2.196
C -1.301 4.310 1.797
C -0.666 4.497 0.611
C -0.285 3.374 -0.157
N -0.570 2.145 0.253
H -2.351 2.781 3.043
H -1.602 5.169 2.381
H -0.333 5.440 0.249
H 0.244 3.445 -1.071
N 0.973 -0.907 -4.670
C 1.222 0.302 -4.131
N 1.421 1.427 -4.826
N 1.574 2.427 -3.881
N 1.373 1.917 -2.704
N 1.186 0.599 -2.815
C -0.090 -1.499 -4.086
N -1.119 -2.115 -4.694
N -1.967 -2.444 -3.742
N -1.551 -2.023 -2.594
N -0.303 -1.462 -2.762
H 1.049 -0.852 -5.672
C -3.827 1.418 -1.327
Te -2.540 1.405 -3.089
C -2.402 3.474 -2.830
C -3.220 3.818 -1.634
C -3.289 5.180 -1.293
C -3.964 5.603 -0.147
C -4.602 4.639 0.627
C -4.520 3.288 0.238
C -3.776 2.840 -0.849
H -3.422 0.748 -0.590
H -4.901 1.151 -1.625
H -2.978 3.912 -3.708
H -1.418 3.877 -2.810
H -2.812 5.855 -1.987
H -4.011 6.609 0.146
H -5.282 4.923 1.435
H -5.161 2.568 0.738
*
```